Density functional theory data (wB97M-V/def2-TZVPD) for a 7-piece molecular cluster, C20H34BIN2O27S6 overall in a non-equilibrium geometry.

Calculated values
**LUMO energy**: -0.583 eV
**Energy**: -153338.7415 eV
**SMILES string**: CCOB(O)[C@H](C#N)[C@H](C#N)CC(=O)I.O=S1(=O)OCCO1.O=S1(=O)OCCO1.O=S1(=O)OCCO1.O=S1(=O)OCCO1.O=S1(=O)OCCO1.O=S1(=O)OCCO1
**HOMO level**: -10.4858 eV
**Orbital gap**: 9.90 eV
**Total charge**: 0

Last column: Löwdin charge in e.
CARTESIAN COORDINATES (ANGSTROEM)
1 C -0.12 3.38 -7.00  -0.05
2 C -0.25 4.90 -7.06  -0.21
3 O 0.30 5.54 -5.90  0.07
4 B -0.53 5.72 -4.84  -0.59
5 O -1.88 6.03 -4.94  0.16
6 C 0.11 5.53 -3.36  -0.13
7 C 0.57 6.81 -2.79  -0.18
8 N 0.98 7.85 -2.53  0.18
9 C 1.18 4.41 -3.34  -0.24
10 C 1.13 3.66 -2.07  -0.15
11 N 1.09 3.02 -1.11  0.18
12 C 2.62 4.90 -3.64  -0.13
13 C 3.18 4.14 -4.85  -0.81
14 O 3.13 2.96 -4.97  0.03
15 I 4.08 5.37 -6.40  0.81
16 H -0.84 2.93 -6.31  0.08
17 H 0.87 3.10 -6.65  0.07
18 H -0.23 2.98 -8.00  0.09
19 H 0.33 5.25 -7.92  0.12
20 H -1.29 5.20 -7.26  0.12
21 H -2.43 5.30 -4.65  0.12
22 H -0.72 5.20 -2.73  0.15
23 H 0.91 3.70 -4.12  0.13
24 H 3.27 4.63 -2.81  0.14
25 H 2.69 5.96 -3.87  0.08
26 O -0.21 -2.62 -3.43  -0.22
27 S -0.51 -2.46 -2.05  0.60
28 O -1.43 -3.31 -1.39  -0.23
29 O -0.92 -0.93 -1.80  -0.19
30 C -0.06 -0.34 -0.81  -0.15
31 C 1.25 -1.09 -0.95  -0.17
32 O 0.85 -2.45 -1.21  -0.18
33 H -0.50 -0.51 0.18  0.13
34 H 0.05 0.72 -0.98  0.09
35 H 1.85 -1.04 -0.06  0.10
36 H 1.83 -0.73 -1.81  0.14
37 O -6.95 8.00 -2.99  -0.22
38 S -6.41 8.97 -3.87  0.61
39 O -7.19 10.03 -4.39  -0.21
40 O -5.68 8.20 -5.08  -0.19
41 C -4.30 8.58 -5.15  -0.16
42 C -3.93 8.93 -3.72  -0.17
43 O -5.09 9.59 -3.20  -0.19
44 H -4.22 9.45 -5.80  0.14
45 H -3.70 7.77 -5.54  0.11
46 H -3.06 9.59 -3.66  0.14
47 H -3.75 8.03 -3.13  0.13
48 O 1.60 -1.77 1.94  -0.23
49 S 2.34 -2.36 3.01  0.60
50 O 1.94 -3.59 3.58  -0.22
51 O 2.48 -1.25 4.16  -0.18
52 C 3.87 -1.01 4.45  -0.15
53 C 4.58 -1.31 3.15  -0.15
54 O 3.88 -2.44 2.60  -0.18
55 H 4.18 -1.69 5.24  0.10
56 H 4.01 0.02 4.78  0.14
57 H 5.63 -1.55 3.29  0.14
58 H 4.49 -0.48 2.44  0.13
59 O -3.55 -9.48 -2.11  -0.22
60 S -3.21 -8.82 -0.90  0.60
61 O -3.59 -9.34 0.36  -0.22
62 O -3.66 -7.29 -1.01  -0.19
63 C -2.53 -6.42 -0.81  -0.16
64 C -1.34 -7.23 -1.30  -0.16
65 O -1.62 -8.57 -0.87  -0.19
66 H -2.45 -6.20 0.25  0.13
67 H -2.66 -5.50 -1.37  0.11
68 H -0.40 -6.89 -0.88  0.14
69 H -1.28 -7.22 -2.39  0.14
70 O -0.83 -3.35 8.71  -0.23
71 S -1.83 -3.69 7.77  0.60
72 O -3.19 -3.81 8.14  -0.21
73 O -1.36 -5.04 7.02  -0.20
74 C -1.29 -4.82 5.61  -0.16
75 C -0.97 -3.35 5.47  -0.16
76 O -1.73 -2.71 6.50  -0.18
77 H -2.27 -5.06 5.17  0.14
78 H -0.53 -5.46 5.17  0.13
79 H -1.25 -2.95 4.50  0.14
80 H 0.09 -3.15 5.65  0.12
81 O 4.17 -3.88 5.56  -0.23
82 S 4.44 -4.43 6.84  0.61
83 O 5.69 -4.26 7.47  -0.21
84 O 4.05 -5.98 6.81  -0.18
85 C 3.07 -6.27 7.82  -0.15
86 C 2.29 -4.97 7.97  -0.15
87 O 3.29 -3.95 7.85  -0.18
88 H 3.58 -6.53 8.75  0.14
89 H 2.44 -7.10 7.51  0.14
90 H 1.78 -4.89 8.93  0.14
91 H 1.57 -4.84 7.16  0.12



Density functional theory data (wB97M-V/def2-TZVPD) for C20H34BrIN8NaO5S as an isolated structure in a non-equilibrium geometry.

Calculated values
**LUMO energy**: 2.155 eV
**Energy above the lowest of the compared OMol25 structures with the same formula, charge and spin**: 1.6183 eV
**Energy**: -136849.4454 eV
**HOMO level**: -5.8897 eV
**Orbital gap**: 8.04 eV
**Total charge**: -1

Last column: Löwdin charge in e.
CARTESIAN COORDINATES (ANGSTROEM)
1 Na 0.86 0.13 -0.63  0.18
2 C -0.22 2.94 2.77  -0.10
3 N -1.44 2.29 2.33  -0.26
4 C -2.43 2.30 3.38  -0.13
5 C -1.94 2.94 1.12  -0.19
6 C -3.01 2.14 0.38  -0.21
7 N -2.52 1.01 -0.40  -0.25
8 C -3.60 0.09 -0.68  -0.13
9 C -1.91 1.43 -1.65  -0.09
10 H -0.37 4.02 2.97  0.09
11 H 0.55 2.81 2.01  0.07
12 H 0.13 2.47 3.70  0.07
13 H -2.75 3.33 3.64  0.08
14 H -2.01 1.84 4.28  0.07
15 H -3.31 1.73 3.09  0.06
16 H -1.09 3.12 0.47  0.11
17 H -2.38 3.92 1.38  0.12
18 H -3.56 2.85 -0.28  0.12
19 H -3.73 1.76 1.11  0.10
20 H -4.40 0.55 -1.29  0.08
21 H -4.04 -0.28 0.25  0.05
22 H -3.21 -0.77 -1.23  0.07
23 H -1.52 0.56 -2.17  0.06
24 H -1.07 2.10 -1.45  0.07
25 H -2.64 1.95 -2.29  0.09
26 N 2.55 -2.05 -3.13  0.01
27 C 3.22 -0.75 -3.27  -0.18
28 C 2.45 0.41 -2.62  -0.60
29 O 3.21 1.30 -2.19  -0.04
30 O 1.20 0.44 -2.64  -0.06
31 H 2.31 -2.13 -2.14  0.05
32 H 3.22 -2.78 -3.31  0.06
33 H 3.31 -0.51 -4.34  0.11
34 H 4.22 -0.74 -2.84  0.11
35 Br -2.05 -1.17 2.35  0.78
36 C -0.22 -0.80 2.67  -0.71
37 C 0.15 -0.61 3.99  -0.14
38 C 1.48 -0.32 4.24  -0.07
39 C 2.36 -0.24 3.18  0.00
40 C 1.89 -0.48 1.89  -0.15
41 N 0.60 -0.75 1.64  0.13
42 C 2.89 -0.52 0.72  -0.62
43 O 4.03 -0.10 0.98  0.00
44 O 2.46 -1.01 -0.34  -0.05
45 H -0.58 -0.69 4.78  0.09
46 H 1.82 -0.15 5.26  0.10
47 H 3.41 -0.03 3.31  0.11
48 N 1.95 3.67 -1.66  0.13
49 C 2.40 2.62 -0.85  -0.62
50 O 1.55 1.95 -0.22  -0.05
51 C 3.72 2.88 -0.12  -0.54
52 I 5.32 3.67 -1.29  0.77
53 H 1.10 3.39 -2.13  0.09
54 H 2.65 3.96 -2.33  0.03
55 H 4.07 1.94 0.30  0.02
56 H 3.54 3.61 0.66  0.05
57 C -1.33 -6.42 -0.46  -0.12
58 C -2.08 -5.12 -0.16  -0.25
59 C -1.57 -3.96 -0.95  -0.62
60 N -1.17 -2.85 -0.45  0.00
61 N -0.74 -1.93 -1.35  0.03
62 C -0.83 -2.33 -2.58  -0.70
63 N -0.59 -1.56 -3.66  0.10
64 S -1.45 -3.98 -2.71  1.04
65 H -1.72 -7.24 0.14  0.07
66 H -0.27 -6.30 -0.24  0.08
67 H -1.43 -6.68 -1.51  0.05
68 H -1.97 -4.84 0.89  0.11
69 H -3.15 -5.25 -0.35  0.11
70 H 0.04 -0.77 -3.45  0.06
71 H -0.36 -2.05 -4.51  0.08



Density functional theory data (wB97M-V/def2-TZVPD) for a 8-piece molecular cluster, C20H34Cl12F6O4 overall in a non-equilibrium geometry.

Calculated values
**LUMO energy**: 0.166 eV
**Energy above the lowest of the compared OMol25 structures with the same formula, charge and spin**: 3.3883 eV
**Energy**: -196054.7951 eV
**SMILES string**: CCOC(=O)C(F)(F)F.CCOC(=O)C(F)(F)F.ClCCCl.ClCCCl.ClCCCl.ClCCCl.ClCCCl.ClCCCl
**HOMO level**: -10.6519 eV
**Orbital gap**: 10.82 eV
**Total charge**: 0

Last column: Löwdin charge in e.
CARTESIAN COORDINATES (ANGSTROEM)
1 C -2.14 -2.23 -1.14  -0.06
2 C -2.96 -3.08 -2.09  -0.20
3 O -2.58 -4.49 -2.23  0.04
4 C -1.68 -4.80 -3.18  -0.33
5 O -0.99 -3.99 -3.81  0.12
6 C -1.43 -6.31 -3.38  -0.56
7 F -0.37 -6.67 -2.60  0.14
8 F -2.35 -7.08 -3.02  0.24
9 F -1.21 -6.57 -4.72  0.13
10 H -1.71 -2.86 -0.36  0.08
11 H -2.76 -1.46 -0.65  0.09
12 H -1.35 -1.97 -1.84  0.07
13 H -2.96 -2.59 -3.06  0.12
14 H -3.92 -3.05 -1.56  0.12
15 C -3.08 3.56 -0.25  -0.05
16 C -4.54 3.87 0.20  -0.18
17 O -5.49 2.95 -0.38  0.01
18 C -6.24 3.23 -1.46  -0.31
19 O -6.20 4.33 -2.04  0.11
20 C -7.20 2.12 -1.95  -0.58
21 F -8.37 2.60 -2.34  0.20
22 F -6.59 1.41 -2.89  0.17
23 F -7.34 1.19 -1.04  0.17
24 H -2.83 2.53 -0.01  0.07
25 H -2.40 4.25 0.26  0.08
26 H -2.95 3.75 -1.32  0.08
27 H -4.81 4.88 -0.09  0.12
28 H -4.64 3.81 1.28  0.12
29 Cl 4.84 -3.96 0.96  0.58
30 C 4.06 -5.50 0.98  -0.71
31 C 2.89 -5.52 1.98  -0.64
32 Cl 3.41 -6.24 3.54  0.52
33 H 4.75 -6.33 1.09  0.07
34 H 3.65 -5.54 -0.03  0.06
35 H 2.10 -6.19 1.62  0.06
36 H 2.32 -4.61 2.16  0.06
37 Cl 1.65 1.66 -0.87  0.49
38 C 2.44 0.87 0.57  -0.62
39 C 1.50 0.65 1.76  -0.66
40 Cl 2.17 -0.55 2.91  0.54
41 H 3.22 1.49 1.02  0.07
42 H 2.79 -0.09 0.19  0.06
43 H 0.58 0.22 1.36  0.05
44 H 1.22 1.60 2.20  0.07
45 Cl 3.23 3.79 4.88  0.48
46 C 1.81 4.88 5.30  -0.61
47 C 1.83 6.14 4.43  -0.66
48 Cl 1.94 5.63 2.74  0.52
49 H 1.98 5.13 6.34  0.06
50 H 0.85 4.37 5.23  0.07
51 H 2.73 6.76 4.49  0.06
52 H 0.99 6.81 4.59  0.07
53 Cl -1.34 -3.34 4.16  0.49
54 C -0.86 -3.44 5.90  -0.62
55 C -2.09 -3.83 6.83  -0.65
56 Cl -3.15 -2.44 7.08  0.53
57 H -0.42 -2.51 6.24  0.06
58 H -0.11 -4.24 5.97  0.06
59 H -1.73 -4.20 7.79  0.07
60 H -2.70 -4.62 6.39  0.06
61 Cl 6.60 3.57 0.11  0.51
62 C 6.72 4.87 -1.15  -0.61
63 C 6.96 4.19 -2.53  -0.66
64 Cl 6.76 5.19 -4.01  0.51
65 H 7.46 5.65 -0.96  0.07
66 H 5.73 5.31 -1.02  0.05
67 H 6.28 3.34 -2.57  0.05
68 H 8.00 3.89 -2.64  0.06
69 Cl -1.65 0.84 -4.97  0.52
70 C -0.01 0.37 -5.52  -0.67
71 C -0.06 -0.43 -6.83  -0.62
72 Cl 1.62 -1.00 -7.25  0.51
73 H 0.67 -0.07 -4.79  0.07
74 H 0.51 1.32 -5.65  0.06
75 H -0.56 0.16 -7.60  0.07
76 H -0.53 -1.41 -6.73  0.05



Density functional theory data (wB97M-V/def2-TZVPD) for C20H34ClIP3Sc as an isolated structure in a non-equilibrium geometry.

Calculated values
**LUMO energy**: -7.205 eV
**Energy above the lowest of the compared OMol25 structures with the same formula, charge and spin**: 0.0000 eV
**Energy**: -90471.5360 eV
**HOMO level**: -14.6593 eV
**Orbital gap**: 7.45 eV
**Total charge**: +2

Last column: Löwdin charge in e.
CARTESIAN COORDINATES (ANGSTROEM)
1 C -0.87 -0.27 -5.55  -0.33
2 I -1.44 -0.52 -3.40  0.93
3 H 0.20 -0.18 -5.64  0.02
4 H -1.38 0.64 -5.88  0.02
5 H -1.25 -1.15 -6.07  0.03
6 Sc 0.51 -0.18 -1.39  -0.04
7 P 0.46 2.50 -1.65  0.70
8 C -1.00 3.60 -1.62  -0.24
9 C 1.51 3.37 -0.43  -0.24
10 H 1.68 4.41 -0.75  0.07
11 H 1.29 4.08 -3.30  0.07
12 H 2.47 2.84 -0.35  0.04
13 H 2.17 2.52 -3.37  0.05
14 H -1.46 3.61 -0.62  0.03
15 H 1.03 3.37 0.55  0.03
16 C 1.19 2.99 -3.26  -0.25
17 H -0.70 4.63 -1.88  0.07
18 H 0.54 2.64 -4.08  0.04
19 H -1.75 3.24 -2.35  0.05
20 P 0.46 -2.90 -1.25  0.69
21 C -1.04 -3.95 -1.05  -0.26
22 C 1.07 -3.62 -2.83  -0.26
23 H 2.51 -3.15 0.01  0.04
24 H 1.74 -4.75 -0.29  0.07
25 H 1.09 -3.64 0.98  0.03
26 C 1.56 -3.69 -0.02  -0.25
27 H 2.03 -3.15 -3.09  0.05
28 H 1.20 -4.71 -2.72  0.07
29 H -0.76 -5.02 -1.08  0.07
30 H -1.75 -3.74 -1.86  0.04
31 H 0.34 -3.41 -3.63  0.03
32 H -1.52 -3.73 -0.08  0.04
33 Cl 2.82 -0.19 -1.30  0.07
34 C -2.39 -0.34 0.70  -0.25
35 P -0.64 0.09 0.87  0.91
36 C -0.71 1.62 1.90  -0.35
37 C 0.35 1.95 2.76  -0.09
38 C 0.31 3.12 3.52  -0.05
39 C -0.77 4.00 3.39  -0.05
40 C -1.82 3.70 2.53  -0.06
41 C -1.79 2.52 1.79  -0.11
42 C -0.02 -1.16 2.08  -0.37
43 C -0.85 -2.09 2.71  -0.09
44 C -0.33 -2.97 3.65  -0.06
45 C 1.02 -2.93 4.01  -0.04
46 C 1.87 -2.02 3.37  -0.05
47 C 1.36 -1.16 2.39  -0.13
48 H -2.88 0.37 0.01  0.05
49 H -2.86 -0.29 1.69  0.07
50 H -2.50 -1.35 0.29  0.05
51 H 1.18 1.26 2.88  0.09
52 H 1.13 3.34 4.20  0.12
53 H -0.79 4.92 3.99  0.12
54 H -2.67 4.38 2.45  0.12
55 H -2.64 2.28 1.15  0.10
56 H -1.92 -2.09 2.50  0.10
57 H -1.00 -3.68 4.15  0.12
58 H 1.41 -3.58 4.78  0.12
59 H 2.94 -1.98 3.63  0.13
60 H 2.05 -0.46 1.89  0.10